1.
C36H33Cl2N4O2SSc | wB97M-V/def2-TZVPD

CARTESIAN COORDINATES (ANGSTROEM)
Sc: 0.65494 -0.18951 -0.55814
Cl: 4.93861 -2.52373 -5.20386
C: 3.66389 -1.60702 -4.47353
C: 2.98199 -2.16677 -3.40159
C: 1.96193 -1.44929 -2.79310
N: 1.23810 -1.83883 -1.64864
C: 1.24546 -3.07124 -1.11385
O: 1.72380 -4.10284 -1.55935
C: 0.55033 -3.10876 0.24596
C: 0.61551 -4.27273 0.99168
C: 0.05709 -4.27815 2.25791
C: -0.53225 -3.11995 2.74540
C: -0.53931 -1.99500 1.94343
N: -0.01776 -1.98763 0.71381
C: 1.62855 -0.16937 -3.27540
C: 2.30844 0.37308 -4.34531
C: 3.33338 -0.34421 -4.94602
Cl: 4.17949 0.37483 -6.27526
N: 0.60071 0.49045 -2.54358
C: -0.57401 0.70949 -3.17790
O: -0.79815 0.76860 -4.37355
C: -1.75889 0.76023 -2.22449
C: -3.00756 1.12550 -2.69831
C: -4.09953 1.00731 -1.85830
C: -3.91138 0.51608 -0.57463
C: -2.63144 0.18554 -0.17346
N: -1.57073 0.31129 -0.97373
H: 3.24424 -3.15088 -3.04661
H: 1.10888 -5.12828 0.55504
H: 0.09175 -5.17052 2.86840
H: -0.96417 -3.07598 3.73407
H: -0.95081 -1.05698 2.30072
H: 2.04298 1.35121 -4.71987
H: -3.08504 1.45606 -3.72398
H: -5.08894 1.27645 -2.20247
H: -4.73747 0.38586 0.10903
H: -2.44258 -0.19366 0.82121
C: -3.06180 2.11854 2.48855
C: -1.57665 2.18199 2.22084
C: -0.70816 1.61377 3.17212
C: -1.30381 0.90881 4.36782
C: 0.67093 1.79614 3.06706
C: 1.62700 1.20868 4.07615
C: 1.19397 2.55379 2.00689
C: 2.64488 2.96308 2.01826
C: 0.35080 2.97650 0.97775
C: 0.91001 3.67826 -0.23761
C: -1.04479 2.84150 1.10903
C: -1.90022 3.52187 0.06818
H: -3.33066 2.76103 3.33094
H: -3.38778 1.11213 2.75575
H: -3.66091 2.43008 1.64046
H: -0.57778 0.29849 4.89545
H: -2.13885 0.26274 4.09501
H: -1.69731 1.63169 5.08693
H: 1.78191 1.87547 4.92834
H: 2.59058 1.01101 3.61521
H: 1.27306 0.25792 4.46693
H: 3.01330 3.03811 3.03868
H: 2.77397 3.94153 1.55962
H: 3.28307 2.25378 1.48876
H: 0.71414 4.75409 -0.21118
H: 0.45994 3.30256 -1.16013
H: 1.98421 3.53761 -0.32658
H: -2.96367 3.36412 0.20621
H: -1.64972 3.19249 -0.94145
H: -1.72666 4.60054 0.08829
S: 2.71508 -0.39762 0.87326
C: 4.07197 0.23712 -0.07130
C: 5.36491 -0.17793 0.24834
C: 6.45343 0.26162 -0.48774
C: 6.27786 1.12146 -1.56333
C: 4.99711 1.54675 -1.88540
C: 3.90943 1.11643 -1.14128
H: 5.50639 -0.86626 1.07086
H: 7.44545 -0.08212 -0.22594
H: 7.12686 1.45148 -2.14560
H: 4.83752 2.20936 -2.72573
H: 2.91793 1.47478 -1.41770

Forces on atoms 1 to 3 (eV/Å):
0.188 -0.212 0.389
-0.006 0.019 0.004
0.021 -0.027 0.007

The calculation puts the LUMO energy at -0.6 eV.

From a Löwdin analysis of the wavefunction, the atomic charges in e read: Sc 0.904; Cl 0.671; C -0.670; C -0.018; C -0.186; N -0.008; C -0.459; O 0.069; C -0.179; C 0.026; C -0.027; C -0.035; C -0.111; N 0.012; C -0.237; C -0.043; C -0.681; Cl 0.662; N -0.014; C -0.463; O 0.085; C -0.175; C 0.017; C -0.026; C -0.043; C -0.116; N 0.052; H 0.107; H 0.126; H 0.115; H 0.110; H 0.096; H 0.122; H 0.127; H 0.117; H 0.114; H 0.100; C -0.047; C -0.195; C -0.195; C -0.044; C -0.191; C -0.050; C -0.205; C -0.038; C -0.200; C -0.037; C -0.189; C -0.030; H 0.097; H 0.069; H 0.052; H 0.062; H 0.066; H 0.097; H 0.097; H 0.055; H 0.066; H 0.081; H 0.083; H 0.056; H 0.097; H 0.072; H 0.065; H 0.061; H 0.069; H 0.096; S 0.645; C -0.654; C -0.124; C -0.089; C -0.093; C -0.082; C -0.140; H 0.096; H 0.101; H 0.099; H 0.106; H 0.075

2.
C36H33Cl5N4NiOPS | wB97M-V/def2-TZVPD

CARTESIAN COORDINATES (ANGSTROEM)
Ni: 0.04610 -0.25760 -0.24540
S: -0.19560 -0.06980 2.33940
C: 1.55010 -0.05270 2.38570
N: 1.98190 -0.17560 3.62270
N: 3.27530 0.05040 3.94120
C: 4.15400 0.99360 3.49110
C: 5.50450 0.87340 3.85250
C: 6.43110 1.79540 3.41990
C: 6.04270 2.86620 2.62820
C: 4.70220 3.01970 2.30790
C: 3.76150 2.10510 2.73250
N: 2.33150 0.04960 1.33330
N: 1.96390 -0.10600 0.08940
C: 2.95050 0.16230 -0.82910
C: 4.07280 0.92990 -0.45710
C: 5.08320 1.20050 -1.34870
C: 5.01940 0.72460 -2.65030
C: 3.93000 -0.04570 -3.02890
C: 2.91850 -0.33910 -2.14040
H: 3.57360 -0.50420 4.73310
H: 5.80800 0.03380 4.46480
H: 7.47070 1.67590 3.69580
H: 6.77520 3.57300 2.26630
H: 4.39150 3.86050 1.70510
H: 2.72080 2.24050 2.48660
H: 4.12100 1.29630 0.55230
H: 5.93170 1.78490 -1.02040
H: 5.81100 0.93350 -3.35540
H: 3.87040 -0.44590 -4.03260
H: 2.11470 -0.98570 -2.45560
Cl: -0.06920 5.04440 -5.14980
C: -0.05980 4.10290 -3.70650
C: -0.09320 2.71380 -3.78180
Cl: -0.13540 1.94040 -5.31990
C: -0.08190 1.96170 -2.62900
Cl: -0.10960 0.24840 -2.68540
C: -0.02080 2.52510 -1.31800
O: 0.00030 1.82880 -0.27380
C: 0.01700 3.95050 -1.29700
Cl: 0.11640 4.72050 0.23760
C: 0.00200 4.70560 -2.45160
Cl: 0.08130 6.42040 -2.34760
C: 0.20420 -3.36670 -2.24330
C: 0.99110 -3.15700 -0.95060
C: 1.15420 -4.50590 -0.23140
C: 0.24820 -2.22310 0.00080
H: 0.72840 -4.04730 -2.91300
H: 0.04570 -2.42320 -2.75810
H: -0.77510 -3.79010 -2.01990
H: 1.99240 -2.77620 -1.18340
H: 0.18710 -4.86260 0.12150
H: 1.81820 -4.40810 0.62500
H: 1.57000 -5.25240 -0.90500
H: 0.68980 -2.32390 0.99870
H: -0.77970 -2.60460 0.06410
C: -3.01070 -1.46220 1.17090
P: -2.25190 -0.41730 -0.14670
C: -3.06590 -1.03990 -1.65940
C: -3.48930 -2.35660 -1.81130
C: -3.94830 -2.81070 -3.03590
C: -3.96970 -1.96030 -4.12980
C: -3.56640 -0.64080 -3.98720
C: -3.12110 -0.18590 -2.76290
C: -3.23260 1.08970 0.18880
C: -2.73750 2.03880 1.07810
C: -3.52010 3.12060 1.44380
C: -4.79250 3.27300 0.91500
C: -5.28370 2.33470 0.02150
C: -4.51350 1.24300 -0.33300
H: -4.09660 -1.44060 1.08480
H: -2.69770 -1.05920 2.13220
H: -2.65340 -2.48800 1.11130
H: -3.46750 -3.03270 -0.96900
H: -4.27310 -3.83860 -3.13940
H: -4.31100 -2.31800 -5.09130
H: -3.58090 0.02870 -4.83710
H: -2.82250 0.84850 -2.64740
H: -1.74080 1.92110 1.48250
H: -3.13510 3.84190 2.15210
H: -5.41110 4.11200 1.20460
H: -6.27700 2.44440 -0.39210
H: -4.91260 0.50440 -1.01620

Forces on atoms 1 to 3 (eV/Å):
0.322 0.405 1.808
-0.595 -0.167 -1.299
-0.920 -0.206 0.274

Its multiplicity is 3. The net charge is -1. The calculation puts the LUMO energy (alpha / beta) at 1.9 / 2.3 eV.

From a Löwdin analysis of the wavefunction, the atomic charges in e read: Ni 0.143; S 0.664; C -0.850; N -0.023; N -0.020; C -0.260; C -0.050; C -0.121; C -0.129; C -0.113; C -0.059; N 0.022; N -0.062; C -0.245; C -0.011; C -0.094; C -0.121; C -0.108; C -0.086; H 0.129; H 0.099; H 0.092; H 0.086; H 0.105; H 0.108; H 0.067; H 0.097; H 0.087; H 0.096; H 0.047; Cl 0.635; C -0.734; C -0.709; Cl 0.673; C -0.538; Cl 0.870; C -0.476; O -0.155; C -0.606; Cl 0.703; C -0.714; Cl 0.664; C -0.086; C -0.474; C -0.084; C -0.179; H 0.075; H 0.032; H 0.071; H 0.114; H 0.077; H 0.078; H 0.070; H 0.051; H 0.032; C -0.238; P 0.989; C -0.372; C -0.096; C -0.091; C -0.089; C -0.077; C -0.160; C -0.331; C -0.096; C -0.071; C -0.092; C -0.091; C -0.097; H 0.054; H 0.007; H 0.032; H 0.096; H 0.100; H 0.098; H 0.106; H 0.098; H 0.040; H 0.105; H 0.097; H 0.098; H 0.100

3.
C36H33ClN5O5STi | wB97M-V/def2-TZVPD

CARTESIAN COORDINATES (ANGSTROEM)
Ti: 0.81562 0.39669 0.29268
N: -0.44769 1.92751 -0.77634
C: -0.16485 3.26338 -0.30993
C: -0.89175 4.37390 -0.71419
C: -0.55375 5.62813 -0.21571
C: 0.50263 5.76866 0.66917
C: 1.26198 4.65923 1.08653
C: 2.36514 4.73398 1.97570
C: 3.05324 3.55128 2.28604
C: 2.65423 2.34708 1.76431
N: 1.57818 2.22496 0.92632
C: 0.90301 3.38231 0.57747
H: -0.47511 1.89403 -1.81308
H: -1.39573 1.66387 -0.49844
H: -1.70246 4.25094 -1.42202
H: -1.11843 6.49935 -0.52690
H: 0.76618 6.74886 1.05283
H: 2.66686 5.69137 2.38213
H: 3.91490 3.56777 2.94174
H: 3.16492 1.42331 1.99627
O: 1.96438 0.06778 -1.17643
N: 2.66383 0.18042 -2.30172
C: 1.97372 0.57082 -3.40207
C: 2.58646 0.68621 -4.61173
C: 3.95861 0.39266 -4.68420
C: 4.63521 0.01582 -3.56119
C: 4.01182 -0.10432 -2.28407
S: 4.82527 -0.55741 -0.88961
H: 0.92638 0.80780 -3.25156
H: 1.99595 1.00421 -5.45798
H: 4.48526 0.46807 -5.62854
H: 5.69117 -0.21038 -3.58409
C: -1.71481 1.61833 3.62277
C: -2.96736 1.00017 3.30788
C: -3.06116 0.21230 2.21265
C: -1.92220 0.00036 1.36846
N: -0.70457 0.60416 1.69154
C: -0.65469 1.38857 2.80629
C: -1.87553 -0.80425 0.24673
C: -2.95762 -1.58068 -0.27800
C: -2.78910 -2.36409 -1.36567
C: -1.49998 -2.39677 -1.99858
C: -0.49377 -1.65818 -1.48026
N: -0.60672 -0.87137 -0.35584
H: -1.59762 2.25415 4.48886
H: -3.83137 1.16056 3.94220
H: -3.99780 -0.26572 1.95689
H: 0.31227 1.82822 3.01777
H: -3.92232 -1.52025 0.20965
H: -3.61440 -2.93448 -1.77272
H: -1.32623 -2.98127 -2.89132
H: 0.48507 -1.66001 -1.94150
C: -2.15077 -5.39008 0.58582
C: -1.13847 -4.42962 1.15047
C: 0.10364 -4.26906 0.55756
C: 1.01127 -3.31589 1.00949
C: 2.32638 -3.15450 0.29638
C: 0.66624 -2.51828 2.10032
C: -0.55133 -2.71339 2.76493
C: -0.92823 -1.92116 3.98769
C: -1.43978 -3.65694 2.26537
C: 1.58577 -1.39910 2.52685
O: 2.02218 -1.34348 3.66280
O: 1.90841 -0.55465 1.58168
H: -1.71462 -5.99490 -0.21021
H: -2.99569 -4.84269 0.16116
H: -2.53866 -6.06307 1.35447
H: 0.36534 -4.87086 -0.30753
H: 2.58599 -4.07577 -0.22845
H: 3.13703 -2.89642 0.97649
H: 2.29467 -2.34235 -0.43190
H: -0.80792 -0.85026 3.83172
H: -0.28501 -2.18653 4.82750
H: -1.96890 -2.11358 4.25390
H: -2.40517 -3.77321 2.75023
Cl: -4.25688 0.09525 -4.42366
C: -2.88063 0.78457 -3.49360
C: -1.63014 1.14797 -4.32400
O: -1.56849 0.87416 -5.52088
O: -0.75930 1.71043 -3.59524
H: -2.60835 0.04193 -2.74706
H: -3.25389 1.67349 -2.99145

Forces on atoms 1 to 3 (eV/Å):
-0.136 -0.017 -0.122
0.056 0.068 -0.085
-0.004 0.022 0.015

Its multiplicity is 2. The net charge is -2. The calculation puts the LUMO energy (alpha / beta) at 4.4 / 4.4 eV.

From a Löwdin analysis of the wavefunction, the atomic charges in e read: Ti 1.086; N 0.056; C -0.220; C -0.045; C -0.122; C -0.071; C -0.181; C -0.074; C -0.111; C -0.148; N -0.049; C -0.172; H 0.069; H 0.097; H 0.104; H 0.085; H 0.093; H 0.083; H 0.087; H 0.100; O -0.283; N -0.142; C -0.009; C -0.059; C -0.095; C -0.126; C -0.750; S 0.568; H 0.097; H 0.106; H 0.095; H 0.084; C -0.104; C -0.116; C -0.046; C -0.254; N -0.032; C -0.145; C -0.247; C -0.047; C -0.125; C -0.096; C -0.144; N -0.031; H 0.085; H 0.087; H 0.095; H 0.112; H 0.098; H 0.093; H 0.096; H 0.103; C -0.060; C -0.277; C -0.024; C -0.207; C -0.036; C -0.066; C -0.196; C -0.030; C -0.021; C -0.555; O 0.076; O -0.158; H 0.069; H 0.064; H 0.069; H 0.112; H 0.078; H 0.083; H 0.047; H 0.054; H 0.082; H 0.074; H 0.113; Cl 0.485; C -0.500; C -0.758; O -0.042; O -0.114; H 0.037; H 0.063